This record from the OMol25 dataset describes a 5-piece molecular cluster, C11H19Cl9O6 overall. The level of theory is ωB97M-V with the def2-TZVPD basis set.

net charge	0
spin multiplicity	1
E	-136701.6311	eV
HOMO energy	-10.90	eV
orbital gap	11.4	eV
SMILES	CCOC(=O)OC.CCOC(=O)OC.ClC(Cl)Cl.ClC(Cl)Cl.ClC(Cl)Cl
maximum force	0.0563	Eh/bohr

XYZ file:
```
45
Properties=species:S:1:pos:R:3:mulliken_charge:R:1
C -2.06559 -3.79863 1.57571 -0.914
C -2.00528 -2.25025 1.72270 -0.322
O -0.58799 -1.72310 1.68185 0.044
C 0.04716 -1.73362 2.85832 0.599
O -0.30096 -2.19665 3.89145 -0.573
O 1.23118 -1.14141 2.61762 -0.270
C 2.13265 -0.94192 3.81689 -0.831
H -3.08928 -4.04576 1.24858 0.370
H -1.86335 -4.35858 2.49651 0.335
H -1.34030 -4.10118 0.87733 0.056
H -2.56430 -1.95058 2.64494 0.305
H -2.43836 -1.90078 0.82391 0.374
H 1.56533 -1.36241 4.62335 0.459
H 2.37546 0.09170 3.86773 0.236
H 3.10441 -1.50110 3.63990 0.242
C -0.09656 4.32477 -3.48098 -1.015
C 0.60138 4.46640 -2.15897 -0.444
O 1.01074 3.14201 -1.79853 -0.157
C 1.47740 2.98225 -0.59714 0.651
O 1.59909 3.85131 0.20990 -0.575
O 1.92457 1.69408 -0.46780 -0.158
C 2.20615 1.36407 0.90682 -0.723
H 0.70552 4.11813 -4.19534 0.309
H -0.53908 5.25771 -3.78838 0.357
H -0.84570 3.52639 -3.28913 0.164
H -0.00498 4.87553 -1.37614 0.380
H 1.48619 5.08401 -2.20966 0.397
H 1.32143 1.44356 1.53350 0.213
H 2.92616 2.09083 1.27098 0.374
H 2.62864 0.36102 0.89776 0.245
Cl -1.13107 1.52478 1.15723 -0.007
C -2.39502 2.59656 0.58618 -0.146
Cl -3.92891 1.87307 1.01380 -0.135
Cl -2.33600 2.88293 -1.14879 -0.124
H -2.39308 3.54281 1.13142 0.337
Cl 1.08694 -0.80292 -3.81294 -0.136
C 0.23904 -0.68110 -2.27724 0.786
Cl 1.19400 -1.43052 -0.99952 -0.120
Cl -1.40702 -1.27849 -2.32897 -0.138
H 0.13802 0.36271 -2.10625 -0.369
Cl -1.34436 -5.16624 -3.14347 -0.129
C 0.06407 -4.74415 -2.21200 0.929
Cl 1.57652 -4.86828 -3.06712 -0.124
Cl 0.05984 -5.76122 -0.75708 -0.177
H -0.02471 -3.71774 -1.87895 -0.575
```